{"formula": "C57H144N16O30", "method": "ωB97M-V with the def2-TZVPD basis set", "e_homo_ev": -9.942, "charge": 2, "fmax_ev_per_a": 7.3, "symbols": ["C", "C", "N", "C", "C", "C", "C", "C", "O", "C", "H", "H", "H", "H", "H", "H", "H", "H", "H", "H", "H", "H", "H", "H", "H", "H", "H", "H", "H", "H", "C", "C", "N", "C", "C", "C", "C", "C", "O", "C", "H", "H", "H", "H", "H", "H", "H", "H", "H", "H", "H", "H", "H", "H", "H", "H", "H", "H", "H", "H", "C", "C", "N", "C", "C", "C", "C", "C", "O", "C", "H", "H", "H", "H", "H", "H", "H", "H", "H", "H", "H", "H", "H", "H", "H", "H", "H", "H", "H", "H", "C", "C", "N", "C", "C", "C", "C", "C", "O", "C", "H", "H", "H", "H", "H", "H", "H", "H", "H", "H", "H", "H", "H", "H", "H", "H", "H", "H", "H", "H", "C", "C", "N", "C", "C", "C", "C", "C", "O", "C", "H", "H", "H", "H", "H", "H", "H", "H", "H", "H", "H", "H", "H", "H", "H", "H", "H", "H", "H", "H", "C", "C", "N", "C", "C", "C", "C", "C", "O", "C", "H", "H", "H", "H", "H", "H", "H", "H", "H", "H", "H", "H", "H", "H", "H", "H", "H", "H", "H", "H", "C", "C", "O", "N", "H", "H", "C", "H", "H", "H", "H", "H", "H", "C", "C", "O", "N", "H", "H", "C", "H", "H", "H", "H", "H", "H", "C", "C", "O", "N", "H", "H", "C", "H", "H", "H", "H", "H", "H", "N", "O", "O", "O", "N", "O", "O", "O", "N", "O", "O", "O", "N", "O", "O", "O", "N", "O", "O", "O", "N", "O", "O", "O", "N", "O", "O", "O"], "coordinates": [[10.326, 19.577, 16.428], [9.681, 20.727, 15.539], [10.672, 21.451, 14.579], [10.964, 20.339, 13.552], [9.862, 22.563, 13.809], [10.672, 23.411, 12.777], [11.987, 22.038, 15.152], [11.807, 23.017, 16.433], [11.324, 22.382, 17.580], [11.047, 23.094, 18.695], [11.327, 19.822, 16.782], [10.559, 18.689, 15.841], [9.775, 19.399, 17.352], [9.233, 21.515, 16.145], [8.789, 20.388, 15.013], [10.077, 19.967, 13.039], [11.636, 19.566, 13.926], [11.514, 20.696, 12.682], [9.343, 23.114, 14.593], [9.111, 21.933, 13.332], [11.341, 24.138, 13.237], [9.898, 23.991, 12.275], [11.285, 22.846, 12.074], [12.423, 22.700, 14.404], [12.657, 21.183, 15.240], [11.230, 23.854, 16.041], [12.768, 23.425, 16.745], [10.572, 22.572, 19.526], [10.363, 23.914, 18.476], [11.935, 23.530, 19.151], [23.599, 16.265, 22.974], [22.069, 16.598, 22.964], [21.781, 17.882, 22.223], [20.258, 18.126, 22.323], [22.543, 19.119, 22.833], [22.328, 19.338, 24.317], [22.006, 17.814, 20.690], [21.758, 16.457, 20.046], [20.373, 16.150, 20.381], [19.998, 14.761, 20.469], [23.698, 15.367, 23.585], [24.208, 17.056, 23.411], [24.073, 16.108, 22.005], [21.646, 16.796, 23.949], [21.472, 15.765, 22.595], [19.703, 17.191, 22.387], [19.886, 18.756, 21.514], [20.002, 18.807, 23.136], [22.180, 19.956, 22.237], [23.631, 19.052, 22.844], [21.254, 19.452, 24.464], [22.753, 20.309, 24.574], [22.771, 18.498, 24.852], [23.052, 18.115, 20.626], [21.425, 18.577, 20.172], [22.377, 15.598, 20.308], [21.733, 16.438, 18.956], [20.152, 14.398, 19.453], [18.960, 14.630, 20.775], [20.714, 14.219, 21.086], [15.890, 9.471, 20.103], [16.057, 10.954, 19.659], [17.128, 11.195, 18.601], [16.598, 10.673, 17.234], [17.387, 12.703, 18.639], [16.286, 13.575, 18.093], [18.466, 10.334, 18.875], [19.270, 10.686, 20.111], [20.038, 11.897, 19.858], [21.094, 11.694, 18.928], [15.468, 8.718, 19.438], [15.154, 9.443, 20.907], [16.727, 8.925, 20.538], [16.347, 11.581, 20.503], [15.128, 11.423, 19.336], [16.358, 9.610, 17.266], [17.360, 10.920, 16.495], [15.804, 11.313, 16.848], [18.263, 12.891, 18.017], [17.766, 12.774, 19.658], [16.430, 14.645, 18.240], [15.321, 13.392, 18.566], [16.044, 13.456, 17.037], [19.149, 10.443, 18.032], [18.041, 9.332, 18.809], [19.935, 9.862, 20.371], [18.539, 10.931, 20.882], [21.944, 12.365, 19.054], [20.761, 11.728, 17.891], [21.479, 10.674, 18.916], [16.595, 24.904, 16.474], [17.757, 23.857, 16.489], [18.914, 24.063, 15.396], [19.174, 25.557, 15.324], [20.207, 23.365, 15.903], [20.285, 21.813, 15.727], [18.421, 23.475, 14.021], [19.323, 23.797, 12.855], [20.704, 23.401, 13.038], [21.520, 23.769, 11.936], [16.997, 25.872, 16.771], [15.769, 24.612, 17.122], [16.248, 25.177, 15.477], [17.441, 22.836, 16.275], [18.190, 23.874, 17.490], [18.439, 26.153, 14.783], [20.123, 25.737, 14.818], [19.259, 25.824, 16.377], [20.258, 23.711, 16.936], [21.101, 23.592, 15.322], [21.168, 21.290, 16.096], [20.308, 21.606, 14.657], [19.341, 21.389, 16.067], [17.424, 23.854, 13.797], [18.393, 22.404, 14.222], [19.254, 24.880, 12.746], [18.881, 23.405, 11.939], [21.337, 23.220, 11.012], [22.582, 23.728, 12.181], [21.230, 24.784, 11.667], [21.064, 15.057, 11.674], [22.531, 15.439, 11.925], [23.299, 14.956, 13.219], [23.684, 13.473, 13.064], [24.576, 15.893, 13.438], [25.390, 15.982, 12.136], [22.336, 15.213, 14.418], [22.807, 14.569, 15.776], [23.645, 15.498, 16.470], [24.046, 14.963, 17.739], [20.958, 13.975, 11.753], [20.695, 15.304, 10.678], [20.357, 15.615, 12.289], [22.621, 16.525, 11.956], [23.215, 15.187, 11.114], [22.703, 12.999, 13.105], [24.383, 12.996, 13.751], [23.947, 13.262, 12.028], [25.198, 15.466, 14.225], [24.168, 16.809, 13.867], [26.366, 16.416, 12.355], [24.922, 16.681, 11.443], [25.517, 15.010, 11.659], [21.491, 14.611, 14.082], [22.061, 16.268, 14.424], [23.266, 13.587, 15.657], [21.860, 14.349, 16.268], [23.313, 14.258, 18.131], [24.284, 15.754, 18.450], [24.930, 14.327, 17.683], [18.497, 15.630, 14.552], [17.715, 15.997, 15.806], [18.016, 17.419, 16.454], [17.282, 17.522, 17.774], [19.603, 17.466, 16.729], [20.200, 18.550, 17.653], [17.745, 18.612, 15.501], [16.393, 18.572, 14.765], [15.340, 18.515, 15.690], [14.075, 18.502, 15.064], [18.141, 14.666, 14.189], [19.575, 15.553, 14.698], [18.412, 16.433, 13.820], [17.890, 15.184, 16.510], [16.642, 15.887, 15.652], [16.244, 17.473, 17.446], [17.498, 18.477, 18.253], [17.649, 16.661, 18.332], [20.135, 17.462, 15.778], [19.907, 16.563, 17.259], [19.954, 19.541, 17.271], [21.289, 18.525, 17.712], [19.703, 18.594, 18.622], [18.448, 18.635, 14.669], [17.788, 19.536, 16.077], [16.396, 17.721, 14.083], [16.316, 19.423, 14.088], [13.916, 17.514, 14.632], [13.887, 19.313, 14.360], [13.240, 18.515, 15.764], [14.228, 20.375, 18.508], [14.489, 21.407, 19.546], [14.428, 22.634, 19.469], [14.803, 20.816, 20.966], [13.955, 20.688, 21.499], [15.131, 19.889, 20.735], [15.815, 21.613, 21.820], [14.136, 20.791, 17.504], [13.390, 19.720, 18.746], [15.144, 19.784, 18.511], [15.446, 22.601, 22.094], [16.761, 21.648, 21.281], [15.901, 21.118, 22.788], [14.715, 14.994, 13.766], [13.582, 14.227, 13.120], [13.465, 14.246, 11.876], [12.448, 13.820, 14.082], [12.284, 14.600, 14.703], [11.592, 13.672, 13.568], [12.806, 12.567, 14.889], [15.632, 14.446, 13.547], [14.604, 15.123, 14.842], [14.817, 15.951, 13.254], [13.696, 12.803, 15.473], [12.894, 11.677, 14.267], [11.999, 12.365, 15.594], [13.484, 16.356, 9.332], [13.866, 17.845, 9.182], [14.614, 18.330, 8.284], [13.477, 18.662, 10.377], [12.951, 19.448, 10.020], [12.699, 18.228, 10.853], [14.614, 19.062, 11.266], [12.753, 16.104, 8.564], [13.035, 16.145, 10.303], [14.327, 15.679, 9.196], [14.888, 18.147, 11.791], [14.262, 19.757, 12.028], [15.431, 19.550, 10.735], [11.225, 16.986, 12.337], [12.350, 17.292, 12.748], [10.442, 16.196, 12.911], [10.892, 17.539, 11.258], [16.625, 18.047, 21.602], [17.061, 18.914, 22.376], [16.718, 16.870, 21.930], [15.960, 18.374, 20.612], [18.619, 21.716, 19.323], [19.306, 21.101, 20.091], [18.248, 22.807, 19.657], [18.061, 21.181, 18.361], [13.121, 16.161, 17.207], [12.880, 17.033, 17.994], [14.237, 15.682, 17.183], [12.296, 15.762, 16.480], [21.457, 18.936, 13.577], [22.083, 18.894, 14.630], [20.601, 18.091, 13.340], [21.708, 19.795, 12.729], [14.949, 22.368, 12.605], [14.899, 21.575, 13.493], [15.474, 22.038, 11.538], [14.480, 23.461, 12.779], [17.496, 16.259, 10.526], [17.124, 17.405, 10.308], [18.238, 15.643, 9.772], [17.139, 15.757, 11.623]], "atomic_forces_ev_per_a": [[0.63, 1.11, -1.08], [0.75, 0.34, 1.75], [-0.78, -0.78, -1.40], [1.20, 0.79, -0.91], [0.94, -1.22, 0.15], [-0.69, -0.14, 1.18], [-0.73, 0.35, 1.49], [0.70, -1.12, -0.91], [-0.65, -2.80, -1.68], [-0.22, 2.46, 1.57], [-0.02, 0.69, 0.04], [-0.83, -0.28, 0.10], [-0.38, -0.19, -0.46], [0.56, 0.08, 0.46], [0.58, -0.32, -0.77], [-0.37, -0.19, 0.95], [-0.57, -0.08, 0.51], [0.32, 0.79, 0.29], [0.27, 0.39, -0.17], [-0.11, 0.38, -0.31], [-0.07, -0.09, 0.20], [0.16, -0.07, -0.36], [-0.37, -0.15, 0.00], [-0.06, -0.29, -0.27], [0.04, 0.24, 0.52], [-0.60, 0.18, 0.44], [0.50, 0.08, -0.77], [-0.05, -0.91, -0.56], [-0.13, 0.34, -0.06], [0.38, 0.23, -0.11], [-0.89, 0.25, 0.44], [1.37, 0.50, -0.10], [-1.80, 0.30, -0.85], [-0.43, 1.15, 0.68], [-0.19, -0.21, 0.00], [-1.36, -0.07, -0.75], [2.00, -0.16, 0.42], [-2.48, -1.03, 0.26], [-0.29, -0.09, 0.85], [1.48, 0.99, -1.33], [0.27, 0.01, -0.09], [-0.24, -0.03, 0.37], [-0.51, -0.26, -0.20], [0.48, -0.13, 0.22], [0.07, 0.35, -0.51], [0.26, 0.29, -0.04], [0.30, -0.49, -0.53], [0.34, -0.61, 0.57], [0.18, -0.03, -0.02], [-0.04, -0.57, -1.46], [0.10, -0.26, 0.74], [0.33, -0.26, 0.10], [-0.15, 0.39, 0.43], [0.16, -0.20, -0.57], [-0.16, -0.05, 0.47], [0.43, 0.27, 0.61], [0.70, 0.84, -0.20], [-0.37, -0.61, -0.15], [0.20, 0.41, 0.16], [-0.20, -0.17, 0.39], [-0.69, -0.13, 0.46], [0.62, -1.25, 0.51], [-0.07, -0.99, -0.97], [0.95, 1.50, 0.23], [1.27, -0.68, -1.01], [-1.48, 0.02, 0.69], [-1.33, 0.34, -0.78], [-0.54, 1.38, -0.76], [0.05, -1.00, 0.25], [-0.05, -0.84, -0.69], [-0.04, 0.59, -0.84], [-0.07, 0.40, 0.13], [0.51, 0.73, 0.00], [0.14, -0.32, 0.21], [0.07, -0.43, -0.40], [0.02, 0.29, 0.15], [0.46, -0.59, 0.15], [-0.53, -0.34, 0.80], [0.25, -0.30, -0.06], [-0.55, 0.99, -0.02], [0.34, -0.11, 0.17], [-0.01, 0.08, 0.28], [0.60, -0.15, -0.16], [-0.58, 0.25, -0.37], [0.48, -0.08, 0.46], [-0.14, -0.06, 0.18], [0.54, -0.09, 0.54], [-0.40, 0.20, 0.37], [-0.30, 0.79, -0.25], [0.23, -0.25, 0.82], [1.45, 0.26, -0.95], [-0.16, -0.06, -0.97], [-0.96, 0.32, -0.58], [0.90, -0.73, 0.21], [0.48, -1.20, 0.00], [-1.91, 0.61, -0.70], [0.97, -0.53, 1.27], [0.92, 0.55, 0.16], [-1.15, -0.20, 0.03], [-0.61, 0.82, -0.45], [-0.07, -0.09, 0.72], [0.24, -0.14, -0.08], [-0.41, -0.75, -0.21], [-0.26, 0.14, 0.26], [0.39, -0.13, -0.20], [-0.41, -0.52, 0.29], [0.06, -0.22, 0.13], [0.03, 0.54, -0.24], [0.30, -0.21, -0.05], [-0.49, 1.39, -0.02], [-0.09, 0.54, 0.54], [0.19, 0.10, -0.12], [0.26, -0.45, 0.54], [-0.01, 0.02, 0.24], [-0.30, 0.10, -0.20], [0.38, 0.39, -0.25], [0.01, -0.44, 0.01], [-0.11, -0.66, 0.24], [-0.27, -0.15, 0.28], [0.42, 0.46, 0.00], [0.48, -0.45, 0.52], [0.68, 0.95, -0.24], [0.76, 0.90, 0.73], [-1.86, 0.61, -0.81], [-0.59, -1.22, -0.80], [-0.46, 0.87, 0.53], [1.08, -2.48, -0.48], [-0.19, 1.75, -1.33], [-0.48, -1.09, 0.62], [0.30, -0.39, -0.34], [-0.39, -0.07, 0.18], [0.62, 0.14, -0.29], [0.19, -0.23, 0.40], [-0.22, 0.12, 0.37], [-0.31, -0.49, -0.03], [0.07, -0.42, 0.45], [-0.04, 0.78, 0.16], [0.55, 0.46, 0.11], [-0.35, -0.44, 0.04], [0.06, 0.24, -0.54], [0.04, -0.21, 0.09], [0.00, -0.19, -0.11], [0.08, 0.05, 0.10], [-0.34, 0.25, 0.31], [0.19, 0.13, 0.23], [0.39, 0.02, -0.27], [-0.12, 0.34, 0.71], [-0.57, 0.36, 0.24], [-0.31, 0.13, -0.22], [0.40, 0.13, -0.47], [0.24, 1.19, 0.13], [0.20, 0.35, 0.22], [2.68, -0.43, -0.61], [0.00, -0.08, -1.43], [0.30, -0.30, 0.55], [-1.90, 1.23, -0.73], [-1.38, -0.27, -0.55], [0.59, -0.53, 0.35], [-0.33, 0.67, 0.35], [-0.74, -1.01, 0.07], [-0.17, 0.25, -0.30], [-0.03, -0.12, 0.45], [-0.32, -0.46, -0.49], [0.44, 0.64, 0.84], [-0.11, 0.81, -0.16], [-0.18, -0.24, 0.78], [0.09, -0.11, -0.02], [-0.37, 0.23, 0.38], [-0.41, 0.25, -0.24], [-0.76, -0.72, -0.22], [0.18, 0.09, -0.19], [-0.10, -0.50, -0.13], [0.32, -0.42, 0.26], [0.65, -0.24, 0.43], [0.29, -0.24, 0.36], [-0.19, -0.51, -0.06], [0.09, 0.51, 0.19], [0.10, 0.17, -0.73], [0.56, 0.02, -0.28], [0.41, 0.34, 0.79], [0.88, 0.05, 0.07], [-1.04, 4.13, 0.71], [0.38, -3.80, 0.14], [0.35, 2.06, -0.63], [-0.52, 0.13, 0.00], [1.25, -1.57, 0.47], [-0.54, -0.36, 0.01], [-0.16, 0.27, 0.29], [0.03, -0.06, 0.14], [-0.01, -0.50, -0.13], [-0.24, 0.04, -0.87], [-0.15, 0.04, 0.17], [0.22, -0.52, -0.45], [-0.09, -1.08, 0.32], [0.13, 2.84, -4.61], [-0.57, -1.43, 5.28], [1.10, -1.86, -0.90], [0.01, 1.01, 1.05], [-0.41, 0.05, -0.55], [-0.52, 0.68, 0.27], [0.20, 0.05, -0.09], [-0.16, 0.06, 0.11], [-0.16, -0.12, -0.11], [0.02, -0.08, -0.24], [0.27, 0.44, -0.30], [-0.04, 0.31, -0.06], [-0.22, 0.85, -0.16], [4.30, -0.32, -3.32], [-4.08, -1.74, 4.34], [-0.07, 1.01, -1.38], [0.49, 1.06, -0.47], [-0.43, -1.24, 1.15], [-0.09, -0.17, 0.85], [-0.07, 0.08, -0.06], [0.02, 0.19, -0.07], [0.28, 0.46, -0.09], [0.45, 0.07, -0.33], [-0.25, 0.09, -0.23], [-0.25, -0.44, -0.21], [-1.45, 0.03, -1.17], [1.07, -0.56, 1.47], [1.29, 0.48, -0.10], [-0.49, -0.05, -0.15], [-0.46, -0.15, 2.43], [0.60, 0.78, -0.22], [0.58, -1.20, -0.62], [-0.58, 0.40, -1.84], [-2.43, -0.81, 0.63], [3.10, -2.59, 1.31], [-0.66, 4.33, 0.25], [-0.04, -1.35, -2.31], [2.11, 1.27, 2.35], [-0.81, 2.75, 2.16], [3.83, -1.88, -0.39], [-4.90, -2.57, -4.73], [0.64, 1.25, -1.58], [0.97, -0.27, 2.03], [-1.72, -1.92, 0.00], [0.12, 0.45, -0.05], [0.89, 0.16, -2.59], [-0.26, -3.91, 4.11], [0.50, 0.09, -1.25], [-1.37, 3.55, 0.09], [0.09, 0.43, 1.16], [-0.42, 1.07, -0.98], [0.44, -0.53, -0.62], [-0.27, -1.10, 0.91]], "mulliken_charge": [-0.75, -0.69, 0.37, -1.12, -0.53, -1.26, 0.76, -1.17, -0.03, -0.96, -0.23, 0.32, 0.47, 0.56, 0.66, 0.47, -0.07, 0.48, 0.56, 0.53, 0.34, 0.45, 0.28, 0.23, -0.70, 0.56, 0.45, 0.30, 0.37, 0.29, -1.41, -0.53, 0.91, -0.68, -0.76, -1.18, -1.65, -0.25, 0.31, -0.89, 0.48, 0.31, 0.25, 0.79, 0.19, 0.18, 0.11, 0.33, 0.59, 0.43, 0.30, 0.44, 0.29, 0.29, 0.69, 0.48, -0.01, 0.00, 0.23, 0.56, -1.47, -0.31, 0.23, -0.87, -0.13, -1.04, -0.61, -0.88, -0.19, -0.77, 0.40, 0.43, 0.35, 0.47, 0.41, 0.44, 0.42, 0.23, 0.09, 0.43, -0.23, 0.59, 0.28, 0.47, 0.66, 0.45, 0.36, 0.04, 0.26, 0.49, -1.58, 0.37, 0.61, -1.19, -1.13, -0.26, 0.08, -1.22, -0.10, -0.88, 0.40, 0.38, 0.37, -0.05, 0.11, 0.34, 0.35, 0.46, 0.79, 0.32, 0.72, 0.13, -0.36, 0.27, -0.11, 0.47, 0.61, 0.30, 0.26, 0.37, -1.45, -0.48, 0.55, -1.13, -0.24, -1.20, -0.41, -0.36, -0.33, -0.55, 0.29, 0.51, 0.16, 0.48, 0.64, 0.47, 0.30, 0.41, 0.34, 0.40, 0.41, 0.35, 0.32, 0.32, -0.26, 0.39, 0.36, 0.02, 0.28, 0.43, -0.55, 1.04, 1.14, 0.59, 0.83, 0.35, -0.30, -0.32, 0.62, 1.29, 0.72, -0.53, -0.15, -0.08, -0.26, -0.06, -0.29, -0.37, -0.63, -0.05, -0.76, 0.80, -0.36, -0.03, 0.16, -0.39, 0.29, -0.37, -0.67, -0.58, 0.58, 0.39, -0.53, 0.44, 0.43, 0.07, -0.66, -0.30, 0.47, -0.49, 0.29, 0.18, 0.35, 2.16, -0.36, -0.54, 0.37, 0.11, 0.48, -0.65, 0.42, -0.61, -1.31, 0.10, 0.36, 0.41, -0.47, 0.58, -0.52, 0.63, 0.44, -0.47, 0.17, 0.37, -0.05, 0.30, -0.14, -0.63, 0.52, 1.08, -0.26, -0.77, -0.78, 1.04, -0.70, -0.69, -0.85, 0.60, -0.64, -0.66, -0.13, 0.94, -0.78, -0.32, -0.89, 0.86, -0.63, -0.48, -0.72, 0.84, -0.22, -0.72, -0.71, 0.85, -0.57, -0.72, -0.50]}